Run 1
# C17H21N3O3S

The molecule C17H21N3O3S (ωB97M-V with the def2-TZVPD basis set, the Open Molecules 2025 dataset).

```
! RIJCOSX wB97M-V def2-TZVPD def2/J DEFGRID3
* xyz 0 1
C -1.361 1.461 3.423
H -0.991 0.639 4.031
H -0.516 2.058 3.090
H -2.008 2.080 4.038
C -2.121 0.907 2.224
N -2.522 1.947 1.301
S -2.635 1.349 -0.273
O -3.125 2.409 -1.106
O -3.349 0.104 -0.292
C -0.910 1.022 -0.659
C -0.562 -0.274 -0.973
C 0.757 -0.593 -1.288
C 1.701 0.430 -1.316
C 1.333 1.729 -1.018
C 0.023 2.054 -0.675
C -0.370 3.451 -0.342
H -1.284 3.708 -0.872
H -0.581 3.528 0.723
H 0.421 4.151 -0.602
H 2.075 2.513 -1.058
H 2.723 0.229 -1.605
C 1.071 -2.013 -1.634
O 0.253 -2.748 -2.141
N 2.346 -2.388 -1.311
C 2.975 -3.612 -1.513
N 4.220 -3.635 -1.045
C 4.923 -4.745 -1.185
C 4.430 -5.885 -1.796
C 3.130 -5.853 -2.283
C 2.378 -4.702 -2.145
H 1.366 -4.634 -2.506
H 2.705 -6.720 -2.767
H 5.041 -6.768 -1.889
H 5.929 -4.707 -0.787
H 2.942 -1.728 -0.828
H -1.322 -1.040 -0.974
C -3.643 2.784 1.702
C -3.195 4.182 2.117
H -2.744 4.692 1.271
H -4.057 4.755 2.447
H -2.472 4.138 2.927
H -4.192 2.300 2.518
H -4.313 2.867 0.843
H -1.474 0.229 1.662
H -2.993 0.331 2.564
*
```

Properties
LUMO in eV: 0.2
Gap between HOMO and LUMO in eV: 9.152
SMILES: CCN(CC)S(=O)(=O)c1cc(C(=O)Nc2ccccn2)ccc1C


Run 2
# C17H21N3O3S

The molecule C17H21N3O3S (ωB97M-V with the def2-TZVPD basis set, the Open Molecules 2025 dataset).

```
! RIJCOSX wB97M-V def2-TZVPD def2/J DEFGRID3
* xyz 0 1
O 1.154 -1.009 -1.184
C 0.202 -0.264 -1.078
N -0.782 -0.215 -2.064
C -1.869 0.619 -2.027
N -2.003 1.431 -0.948
C -1.119 1.472 0.103
C -1.292 2.315 1.197
C -0.370 2.322 2.220
C 0.758 1.482 2.207
C 0.916 0.637 1.107
C 0.000 0.633 0.064
H 1.741 -0.053 1.033
N 1.652 1.434 3.256
C 1.382 2.104 4.511
H 0.313 2.085 4.721
C 2.102 1.345 5.634
H 1.990 1.874 6.582
O 3.484 1.240 5.401
C 3.728 0.576 4.183
H 4.812 0.542 4.063
C 3.078 1.322 3.017
H 3.273 0.798 2.085
H 3.523 2.329 2.954
H 3.331 -0.450 4.228
H 1.662 0.340 5.723
H 1.736 3.146 4.493
H -0.523 3.010 3.036
H -2.146 2.974 1.233
H -2.812 2.038 -0.951
S -3.005 0.691 -3.218
C -0.624 -1.096 -3.205
H -0.865 -0.545 -4.117
H 0.421 -1.405 -3.229
C -1.525 -2.351 -3.141
H -2.565 -2.055 -3.311
O -1.167 -3.238 -4.177
C -0.182 -4.147 -3.699
H -0.510 -5.154 -3.980
C -0.090 -3.974 -2.175
H 0.803 -3.413 -1.900
H -0.074 -4.931 -1.658
C -1.338 -3.154 -1.852
H -2.201 -3.805 -1.706
H -1.217 -2.529 -0.970
H 0.776 -3.946 -4.193
*
```

Properties
LUMO in eV: 0.1
Gap between HOMO and LUMO in eV: 7.837
SMILES: O=c1c2cc(N3CCOCC3)ccc2[nH]c(=S)n1C[C@@H]1CCCO1


Stability ranking, top entry: run 2; the second entry is 0.0087 hartree less favorable.


Run 1
# C3H8O3S2

A 2-piece molecular cluster, C3H8O3S2 overall (ωB97M-V with the def2-TZVPD basis set, the Open Molecules 2025 dataset).

```
! RIJCOSX wB97M-V def2-TZVPD def2/J DEFGRID3
* xyz 0 1
C -1.665 0.001 1.257
C -1.474 -0.542 -1.038
C -1.897 0.381 -0.215
O 2.495 -0.805 -1.178
O 2.669 -1.720 1.149
O 2.650 1.601 -0.814
S 1.692 1.245 0.413
S 1.857 -1.236 0.084
H -0.826 -0.479 1.506
H -1.666 0.958 1.998
H -2.554 -0.591 1.717
H -1.584 -0.381 -2.148
H -0.952 -1.415 -0.760
H 0.464 0.960 -0.092
H -2.188 1.368 -0.576
H 2.979 0.655 -1.304
*
```

Properties
LUMO in eV: -0.3
Gap between HOMO and LUMO in eV: 9.533


Run 2
# C3H8O3S2

A 2-piece molecular cluster, C3H8O3S2 overall (ωB97M-V with the def2-TZVPD basis set, the Open Molecules 2025 dataset).

```
! RIJCOSX wB97M-V def2-TZVPD def2/J DEFGRID3
* xyz 0 1
C 3.102 -1.807 0.152
C -3.318 1.718 -0.378
C 2.938 -0.481 -0.173
O 1.825 1.834 -0.030
O -2.257 0.356 1.765
O -1.780 -0.641 -0.325
S 1.721 0.438 0.451
S -1.882 0.767 0.431
H 4.012 -2.025 0.668
H 2.157 -2.135 0.612
H 3.259 -2.568 -0.713
H -2.900 2.636 -0.638
H -3.737 1.210 -1.243
H -4.159 1.790 0.432
H -2.432 -1.202 -0.083
H 3.450 0.110 -0.929
*
```

Properties
LUMO in eV: 0.1
Gap between HOMO and LUMO in eV: 9.054


Stability ranking, top entry: run 1; the second entry is 0.0044 hartree less favorable.


Run 1
# CH4N3

An isolated ion of composition CH4N3 and charge +1 (ωB97M-V with the def2-TZVPD basis set, the Open Molecules 2025 dataset).

```
! RIJCOSX wB97M-V def2-TZVPD def2/J DEFGRID3
* xyz 1 1
C 1.344 -0.713 -0.029
N 1.448 0.451 0.337
N 0.339 0.211 -0.641
N -0.960 0.401 -0.086
H 1.723 -1.700 0.271
H -1.099 -0.162 0.712
H -1.640 0.239 -0.838
H -1.156 1.273 0.273
*
```

Properties
LUMO in eV: -4.3
Gap between HOMO and LUMO in eV: 11.680
SMILES: [NH3+]N1C=N1


Run 2
# CH4N3

A 2-piece molecular cluster, CH4N3 overall (ωB97M-V with the def2-TZVPD basis set, the Open Molecules 2025 dataset).

```
! RIJCOSX wB97M-V def2-TZVPD def2/J DEFGRID3
* xyz 1 1
C -0.766 0.034 0.663
N 2.214 0.278 0.072
N 2.622 -0.340 -0.788
N -1.848 0.204 0.031
H -0.587 0.386 1.839
H 2.868 -1.292 -1.086
H -2.667 0.859 0.210
H -1.837 -0.130 -0.942
*
```

Properties
LUMO (spin up / spin down) in eV: -6.0 / -7.3
Gap between HOMO and LUMO (spin up / spin down) in eV: 7.611 / 4.802


Stability ranking, top entry: run 1; the second entry is 0.0223 hartree less favorable.


Run 1
# CH4N3

An isolated ion of composition CH4N3 and charge +1 (ωB97M-V with the def2-TZVPD basis set, the Open Molecules 2025 dataset).

```
! RIJCOSX wB97M-V def2-TZVPD def2/J DEFGRID3
* xyz 1 1
C 0.959 -1.028 0.492
N 0.390 -1.555 -0.512
N -0.323 -0.590 0.301
N -0.595 0.748 -0.290
H 1.846 -1.073 1.205
H -0.429 0.989 -1.341
H -0.279 1.553 0.380
H -1.569 0.956 -0.235
*
```

Properties
LUMO in eV: -4.6
Gap between HOMO and LUMO in eV: 10.918
SMILES: [NH3+]N1C=N1


Run 2
# CH4N3

A 2-piece molecular cluster, CH4N3 overall (ωB97M-V with the def2-TZVPD basis set, the Open Molecules 2025 dataset).

```
! RIJCOSX wB97M-V def2-TZVPD def2/J DEFGRID3
* xyz 1 1
C -1.180 -0.596 -0.003
N 3.333 -0.221 -0.150
N 2.334 0.021 0.184
N -0.798 0.606 -0.007
H -2.177 -0.806 0.020
H -0.260 -1.293 0.025
H 0.261 0.924 -0.069
H -1.511 1.365 -0.001
*
```

Properties
LUMO in eV: -5.7
Gap between HOMO and LUMO in eV: 13.287


Run 3
# CH4N3

An isolated ion of composition CH4N3 and charge +1 (ωB97M-V with the def2-TZVPD basis set, the Open Molecules 2025 dataset).

```
! RIJCOSX wB97M-V def2-TZVPD def2/J DEFGRID3
* xyz 1 1
C 0.644 -0.857 -0.287
N 1.148 -1.782 -0.806
N -0.216 -0.237 0.345
N -0.647 1.076 0.447
H 1.304 -2.724 -1.116
H -1.245 1.264 -0.278
H -0.009 1.917 0.275
H -0.979 1.343 1.420
*
```

Properties
LUMO in eV: -4.6
Gap between HOMO and LUMO in eV: 10.505
SMILES: N=C=N[NH3+]


Stability ranking, top entry: run 2; the second entry is 0.1104 hartree less favorable.


Run 1
# C2H11NO2

C2H11NO2 as an isolated structure (ωB97M-V with the def2-TZVPD basis set, the Open Molecules 2025 dataset).

```
! RIJCOSX wB97M-V def2-TZVPD def2/J DEFGRID3
* xyz 0 1
H 0.621 0.084 -0.446
O 1.635 0.584 -0.339
N -0.550 -0.439 -0.775
H 2.337 -0.071 -0.297
H -0.564 -0.420 -1.785
C -1.627 0.445 -0.268
H -2.446 -0.152 0.128
H -1.250 1.087 0.522
H -2.009 1.028 -1.101
C -0.542 -1.833 -0.276
H -0.834 -2.543 -1.044
H 0.451 -2.054 0.115
H -1.232 -1.897 0.564
O 1.978 2.472 1.672
H 1.749 1.829 0.963
H 2.283 1.880 2.367
*
```

Properties
LUMO in eV: 0.6
Gap between HOMO and LUMO in eV: 10.271


Run 2
# C2H11NO2

A 3-piece molecular cluster, C2H11NO2 overall (ωB97M-V with the def2-TZVPD basis set, the Open Molecules 2025 dataset).

```
! RIJCOSX wB97M-V def2-TZVPD def2/J DEFGRID3
* xyz 0 1
C 1.438 -0.468 0.443
N 0.380 -1.325 -0.089
C -0.498 -1.785 0.998
H 1.173 0.518 0.827
H 1.997 -0.909 1.316
H 2.156 -0.508 -0.418
H 0.851 -1.984 -0.694
H -0.962 -2.735 0.776
H -1.343 -1.105 1.115
H 0.130 -1.769 1.935
H -1.417 1.570 1.721
H -0.608 2.485 0.958
O -1.456 2.012 0.860
H 0.073 0.238 -2.286
H 0.021 1.275 -1.374
O 0.208 1.201 -2.327
*
```

Properties
LUMO in eV: 0.6
Gap between HOMO and LUMO in eV: 9.755
SMILES: CNC.O.O


Stability ranking, top entry: run 1; the second entry is 0.0156 hartree less favorable.


Run 1
# AlBH4

AlBH4 as an isolated structure (ωB97M-V with the def2-TZVPD basis set, the Open Molecules 2025 dataset).

```
! RIJCOSX wB97M-V def2-TZVPD def2/J DEFGRID3
* xyz 2 1
Al 1.892 1.758 -0.037
B -0.391 -0.365 0.023
H 0.180 -0.331 1.062
H 0.480 -0.640 -0.776
H -1.264 -1.156 -0.272
H -0.897 0.734 0.001
*
```

Properties
LUMO in eV: -16.7
Gap between HOMO and LUMO in eV: 5.974


Run 2
# AlBH4

AlBH4 as an isolated structure (ωB97M-V with the def2-TZVPD basis set, the Open Molecules 2025 dataset).

```
! RIJCOSX wB97M-V def2-TZVPD def2/J DEFGRID3
* xyz 2 1
Al -1.916 -32.522 9.207
B -1.532 -30.699 6.849
H -2.452 -30.202 7.377
H -0.627 -30.756 7.584
H -1.798 -31.801 6.331
H -1.235 -30.158 5.753
*
```

Properties
LUMO in eV: -17.3
Gap between HOMO and LUMO in eV: 5.423


Stability ranking, top entry: run 1; the second entry is 0.0291 hartree less favorable.